The following is a DFT calculation (ωB97M-V with the def2-TZVPD basis set) of a structure of composition C40H45AsHfN6PS.

Each line ends with the Löwdin charge.
CARTESIAN COORDINATES (ANGSTROEM)
Hf: -0.050 0.054 0.336  1.52
C: 4.364 1.596 0.578  -0.01
C: 4.621 2.011 -0.722  0.00
C: 3.738 1.647 -1.725  0.02
C: 2.608 0.900 -1.399  -0.23
N: 2.328 0.560 -0.125  -0.04
C: 3.204 0.884 0.825  -0.13
C: 1.690 0.354 -2.417  -0.21
C: 2.059 0.225 -3.755  0.03
C: 1.229 -0.479 -4.609  0.02
C: 0.049 -1.013 -4.123  0.05
C: -0.297 -0.795 -2.788  -0.21
N: 0.526 -0.132 -1.959  0.01
C: -1.556 -1.304 -2.210  -0.26
C: -2.577 -1.815 -3.008  0.04
C: -3.734 -2.300 -2.422  0.02
C: -3.856 -2.238 -1.042  0.01
C: -2.816 -1.687 -0.317  -0.14
N: -1.679 -1.249 -0.866  -0.09
H: 5.047 1.816 1.380  0.13
H: 5.497 2.597 -0.952  0.13
H: 3.931 1.949 -2.742  0.12
H: 2.949 0.551 1.825  0.13
H: 2.994 0.616 -4.119  0.12
H: 1.511 -0.629 -5.639  0.14
H: -0.569 -1.602 -4.777  0.12
H: -2.488 -1.820 -4.080  0.12
H: -4.526 -2.705 -3.032  0.14
H: -4.740 -2.601 -0.544  0.13
H: -2.890 -1.588 0.761  0.12
N: -0.408 -2.148 2.363  0.03
C: 0.544 -3.226 2.546  -0.31
C: 0.588 -3.978 3.714  -0.01
C: 1.466 -5.042 3.824  -0.03
C: 2.296 -5.375 2.764  -0.04
C: 2.272 -4.619 1.608  -0.07
C: 1.414 -3.526 1.502  -0.32
P: 1.426 -2.488 -0.006  1.08
C: 3.228 -2.212 -0.209  -0.38
C: 4.078 -2.170 0.894  -0.10
C: 5.427 -1.910 0.726  -0.05
C: 5.938 -1.663 -0.538  -0.05
C: 5.096 -1.693 -1.640  -0.05
C: 3.749 -1.957 -1.477  -0.13
C: 1.080 -3.822 -1.226  -0.34
C: 2.089 -4.530 -1.873  -0.09
C: 1.771 -5.597 -2.695  -0.04
C: 0.450 -5.970 -2.884  -0.04
C: -0.560 -5.274 -2.235  -0.06
C: -0.247 -4.209 -1.410  -0.11
H: -0.627 -1.788 3.296  0.09
H: -1.274 -2.588 2.039  0.09
H: -0.074 -3.741 4.536  0.12
H: 1.493 -5.624 4.731  0.12
H: 2.964 -6.216 2.844  0.12
H: 2.926 -4.862 0.784  0.12
H: 3.692 -2.369 1.884  0.11
H: 6.083 -1.908 1.584  0.12
H: 6.991 -1.472 -0.668  0.12
H: 5.494 -1.523 -2.629  0.12
H: 3.100 -1.999 -2.343  0.10
H: 3.129 -4.276 -1.728  0.10
H: 2.566 -6.143 -3.180  0.12
H: 0.209 -6.810 -3.514  0.12
H: -1.587 -5.576 -2.365  0.11
H: -1.034 -3.695 -0.876  0.08
C: -3.984 4.238 -1.209  -0.23
As: -2.168 3.780 -0.714  0.78
C: -1.978 4.588 1.062  -0.21
C: -1.020 4.719 -1.989  -0.23
S: -1.995 1.662 -0.881  0.21
H: -4.088 5.323 -1.264  0.06
H: -4.680 3.844 -0.465  0.05
H: -4.224 3.804 -2.179  0.05
H: -2.041 5.671 0.940  0.05
H: -1.037 4.324 1.538  0.00
H: -2.813 4.260 1.685  0.05
H: -1.020 5.784 -1.760  0.05
H: -1.452 4.573 -2.981  0.05
H: 0.003 4.340 -1.982  0.02
C: 2.908 5.178 1.038  -0.01
N: 2.018 4.220 1.668  -0.17
C: 1.864 4.316 3.110  0.00
C: 1.333 3.373 0.995  -0.28
N: 0.711 2.567 0.426  0.10
H: 2.550 6.194 1.224  0.11
H: 2.957 5.008 -0.036  0.10
H: 3.908 5.083 1.467  0.10
H: 1.493 5.307 3.378  0.11
H: 2.835 4.171 3.590  0.11
H: 1.166 3.562 3.467  0.10
C: -0.740 0.768 2.342  -0.35
H: -1.016 1.826 2.302  -0.04
H: -0.008 0.681 3.152  0.00
H: -1.648 0.262 2.690  -0.01

Calculated values
HOMO-LUMO gap = 7.2 eV
Net charge = +3
LUMO energy = -8.46 eV
Energy above the lowest of the compared OMol25 structures with the same formula, charge and spin = 26.51 kcal/mol

The following is a DFT calculation (ωB97M-V with the def2-TZVPD basis set) of a structure of composition C40H45BrN2OReS3Sb.

Each line ends with the Mulliken spin population.
CARTESIAN COORDINATES (ANGSTROEM)
Re: -0.235 0.034 0.261  2.56
C: 1.369 2.563 3.234  0.01
C: 0.391 1.478 3.653  0.02
S: 0.155 -0.062 2.682  -0.05
C: 1.718 -0.973 2.804  0.02
C: 2.774 -0.709 1.729  0.01
S: 2.221 0.206 0.259  -0.02
C: 2.782 1.954 0.440  0.03
C: 3.692 2.304 1.602  0.00
S: 3.104 2.061 3.303  0.00
H: 1.228 3.379 3.946  0.00
H: 1.135 2.971 2.253  0.00
H: -0.618 1.880 3.745  0.00
H: 0.650 1.076 4.636  0.00
H: 1.409 -2.019 2.775  0.00
H: 2.111 -0.767 3.799  0.00
H: 3.136 -1.658 1.342  0.00
H: 3.620 -0.164 2.133  0.00
H: 1.881 2.562 0.428  0.00
H: 3.322 2.143 -0.488  0.00
H: 3.960 3.353 1.462  0.00
H: 4.630 1.748 1.554  0.00
Br: -0.157 -0.126 -2.327  0.02
C: 0.106 1.744 -2.669  0.01
C: 0.403 2.175 -3.926  0.02
C: 0.517 3.566 -4.126  -0.02
C: 0.298 4.430 -3.088  0.04
C: -0.029 3.957 -1.794  -0.01
C: -0.331 4.845 -0.732  0.10
C: -0.721 4.359 0.487  -0.01
C: -0.767 2.971 0.714  0.00
C: -0.401 2.042 -0.252  0.01
C: -0.098 2.563 -1.553  -0.01
H: 0.537 1.486 -4.750  0.00
H: 0.758 3.939 -5.111  0.00
H: 0.361 5.499 -3.249  0.00
H: -0.283 5.912 -0.910  0.00
H: -0.995 5.038 1.284  0.00
H: -1.080 2.647 1.699  0.02
C: -3.692 -1.673 -1.341  0.01
N: -4.242 -0.773 -0.345  0.01
C: -5.712 -0.710 -0.317  0.00
C: -6.172 0.505 0.448  0.00
C: -5.485 0.521 1.792  0.00
N: -4.025 0.461 1.612  0.01
C: -3.238 0.894 2.748  -0.01
C: -3.479 -0.209 0.591  0.06
O: -2.181 -0.358 0.512  0.08
H: -4.089 -1.410 -2.321  0.00
H: -3.963 -2.704 -1.105  0.00
H: -2.617 -1.586 -1.353  -0.01
H: -6.096 -1.634 0.125  0.00
H: -6.050 -0.670 -1.352  0.00
H: -7.252 0.474 0.580  0.00
H: -5.931 1.414 -0.105  0.00
H: -5.807 -0.319 2.414  0.00
H: -5.705 1.440 2.331  0.00
H: -3.709 1.775 3.180  0.00
H: -2.247 1.160 2.419  -0.01
H: -3.175 0.114 3.511  0.00
C: -3.747 -5.000 1.991  0.00
C: -3.223 -3.840 2.548  0.00
C: -2.134 -3.218 1.953  0.01
C: -1.567 -3.763 0.803  0.02
C: -2.085 -4.933 0.253  0.00
C: -3.179 -5.546 0.850  0.00
Sb: 0.085 -2.849 -0.123  0.07
C: 0.069 -3.678 -2.071  -0.02
C: -0.889 -3.325 -3.022  0.00
C: -0.922 -3.970 -4.249  0.00
C: -0.006 -4.972 -4.534  0.00
C: 0.940 -5.334 -3.588  0.00
C: 0.980 -4.693 -2.356  0.00
C: 1.779 -3.794 0.697  0.02
C: 3.023 -3.690 0.074  0.00
C: 4.119 -4.339 0.622  0.00
C: 3.975 -5.082 1.789  0.00
C: 2.735 -5.193 2.401  0.00
C: 1.629 -4.552 1.855  0.00
H: -4.593 -5.487 2.458  0.00
H: -3.655 -3.431 3.453  0.00
H: -1.730 -2.315 2.397  0.00
H: -1.647 -5.367 -0.639  0.00
H: -3.582 -6.456 0.425  0.00
H: -1.627 -2.563 -2.826  0.00
H: -1.669 -3.693 -4.982  0.00
H: -0.035 -5.476 -5.491  0.00
H: 1.648 -6.123 -3.801  0.00
H: 1.716 -5.007 -1.629  0.00
H: 3.141 -3.128 -0.847  0.00
H: 5.083 -4.276 0.135  0.00
H: 4.832 -5.590 2.212  0.00
H: 2.623 -5.791 3.296  0.00
H: 0.657 -4.666 2.322  0.00

Calculated values
HOMO-LUMO gap (spin up / spin down) = 7.6 / 6.0 eV
Spin multiplicity = 4
Net charge = +3
LUMO energy (spin up / spin down) = -8.36 / -10.17 eV
Energy above the lowest of the compared OMol25 structures with the same formula, charge and spin = 5.55 kcal/mol